Here is an isolated molecule of C21H34N2O3S in a non-equilibrium geometry from the Open Molecules 2025 dataset. Energies are from ωB97M-V/def2-TZVPD.

Values from the calculation:
- HOMO-LUMO gap: 9.1158 eV
- Electronic energy: -42287.629 eV
- Structure (SMILES): CCOC(=O)C1(C[C@H]2CCCCO2)CCN(Cc2nc(C(C)C)cs2)CC1
- Energy above the lowest of the compared OMol25 structures with the same formula, charge and spin: 10.3 kcal/mol

XYZ file:
```
61
C21H34N2O3S, DFT ωB97M-V/def2-TZVPD
C -4.054 -0.391 -0.581
C -2.988 -0.234 0.487
H -3.221 -0.837 1.372
H -2.889 0.810 0.804
O -1.740 -0.676 -0.050
C -0.642 -0.354 0.636
O -0.672 0.269 1.667
C 0.619 -0.941 0.003
C 0.563 -0.824 -1.522
C 0.560 0.643 -1.941
N 1.761 1.299 -1.450
C 1.817 1.270 0.002
C 1.841 -0.171 0.506
H 1.848 -0.160 1.597
H 2.747 -0.656 0.146
H 2.733 1.778 0.315
H 0.962 1.794 0.452
C 1.957 2.623 -1.991
C 0.980 3.660 -1.524
N -0.169 3.424 -1.011
C -0.838 4.551 -0.645
C -0.164 5.702 -0.901
S 1.370 5.374 -1.616
H -0.467 6.712 -0.714
C -2.181 4.417 0.005
C -3.093 3.558 -0.871
H -2.629 2.590 -1.040
H -4.057 3.412 -0.388
H -3.255 4.035 -1.836
C -2.007 3.790 1.391
H -1.523 2.819 1.312
H -2.975 3.662 1.872
H -1.390 4.427 2.022
H -2.615 5.416 0.115
H 1.907 2.557 -3.084
H 2.966 2.958 -1.728
H 0.558 0.711 -3.032
H -0.348 1.135 -1.562
H -0.331 -1.316 -1.905
H 1.437 -1.312 -1.953
C 0.605 -2.412 0.474
H -0.265 -2.889 0.017
H 0.466 -2.419 1.558
C 1.849 -3.247 0.102
H 2.387 -2.750 -0.711
C 2.812 -3.443 1.284
C 2.258 -4.442 2.298
C 1.908 -5.740 1.576
C 0.944 -5.422 0.435
H 0.734 -6.313 -0.161
O 1.488 -4.492 -0.475
H -0.004 -5.049 0.850
H 1.447 -6.456 2.257
H 2.815 -6.186 1.163
H 1.363 -4.040 2.777
H 2.999 -4.626 3.078
H 3.003 -2.481 1.759
H 3.757 -3.829 0.894
H -5.014 -0.068 -0.190
H -4.126 -1.431 -0.888
H -3.805 0.211 -1.451
```